Record 1
195
Properties=species:S:1:pos:R:3:lowdin_charge:R:1 method="wB97M-V/def2-TZVPD" e_tot_ha=-6045.9157 gap_ev="1.3 / 8.5" largest_force_ev_per_a=5.301 charge=-1 multiplicity=2
C 5.68 2.51 1.30 -0.011
C 4.67 1.71 0.69 0.000
C 4.04 0.66 1.43 -0.281
C 4.21 0.57 2.81 -0.018
C 5.24 1.29 3.40 -0.014
C 5.95 2.21 2.63 -0.354
O 7.05 2.83 3.14 0.017
O 3.03 -0.07 0.81 0.005
H 6.43 3.17 0.90 0.113
H 4.43 1.84 -0.35 0.108
H 3.64 -0.09 3.44 0.100
H 5.44 1.24 4.46 0.111
H 7.76 2.80 2.50 0.097
H 2.54 0.38 0.12 0.077
C -6.35 1.06 -2.33 -0.183
O -7.07 -0.06 -1.79 -0.241
P -7.25 -0.39 -0.21 0.497
O -8.36 -1.28 0.24 -0.259
O -5.84 -0.99 0.31 -0.260
C -5.25 -2.26 0.08 -0.119
O -7.31 1.17 0.40 -0.250
C -8.55 1.85 0.37 -0.149
H -7.10 1.68 -2.82 0.065
H -5.84 0.80 -3.26 0.055
H -5.73 1.71 -1.70 0.066
H -4.52 -2.18 -0.73 0.072
H -6.07 -2.92 -0.23 0.085
H -4.75 -2.60 0.99 0.078
H -8.64 2.33 1.35 0.083
H -9.51 1.32 0.40 0.082
H -8.58 2.56 -0.45 0.082
C -0.27 -0.30 -9.64 -0.096
O 0.49 -0.44 -8.40 -0.236
P 0.65 -1.80 -7.51 0.448
O -0.68 -2.38 -7.12 -0.281
O 1.70 -2.71 -8.34 -0.232
C 1.20 -3.70 -9.26 -0.103
O 1.41 -1.29 -6.22 -0.194
C 2.12 -2.23 -5.56 -0.165
H 0.01 0.30 -10.50 0.077
H -1.30 0.00 -9.42 0.084
H -0.35 -1.23 -10.21 0.068
H 1.66 -4.65 -9.02 0.089
H 1.47 -3.46 -10.29 0.082
H 0.12 -3.83 -9.18 0.081
H 2.89 -2.59 -6.24 0.087
H 1.65 -3.08 -5.06 0.094
H 2.72 -1.70 -4.82 0.090
C -7.27 -0.87 6.61 -0.087
O -5.93 -0.91 7.06 -0.241
P -4.80 -1.71 6.24 0.491
O -5.21 -3.11 5.88 -0.254
O -4.43 -0.72 4.99 -0.234
C -3.34 -1.19 4.24 -0.138
O -3.45 -1.51 7.15 -0.231
C -3.09 -0.21 7.63 -0.103
H -7.67 0.10 6.93 0.087
H -7.85 -1.65 7.12 0.095
H -7.13 -0.85 5.53 0.090
H -3.11 -2.22 4.51 0.081
H -2.41 -0.62 4.13 0.094
H -3.80 -1.40 3.28 0.085
H -3.38 -0.06 8.67 0.088
H -3.45 0.52 6.91 0.084
H -2.00 -0.14 7.74 0.079
C 5.51 -1.00 -1.84 -0.077
O 6.26 -2.23 -1.81 -0.213
P 5.81 -3.55 -1.04 0.479
O 6.84 -4.04 -0.08 -0.256
O 5.44 -4.61 -2.22 -0.262
C 6.53 -5.29 -2.98 -0.077
O 4.36 -3.12 -0.30 -0.242
C 4.05 -3.68 0.98 -0.103
H 5.57 -0.41 -0.93 0.074
H 4.44 -1.09 -2.03 0.074
H 5.89 -0.47 -2.71 0.090
H 6.31 -5.60 -4.00 0.089
H 7.00 -6.07 -2.39 0.088
H 7.30 -4.54 -3.17 0.075
H 3.73 -2.78 1.50 0.070
H 4.85 -4.19 1.53 0.080
H 3.16 -4.31 1.02 0.088
C 3.95 -7.64 -2.45 -0.101
O 3.44 -7.56 -3.78 -0.245
P 1.91 -7.07 -4.12 0.566
O 1.72 -6.69 -5.59 -0.290
O 1.63 -5.81 -3.09 -0.243
C 0.30 -5.40 -2.82 -0.128
O 1.01 -8.34 -3.53 -0.249
C 1.41 -9.64 -3.58 -0.156
H 4.50 -6.70 -2.34 0.056
H 4.57 -8.52 -2.31 0.093
H 3.25 -7.65 -1.62 0.092
H 0.19 -5.48 -1.74 0.083
H -0.46 -6.00 -3.33 0.084
H 0.13 -4.36 -3.12 0.074
H 2.39 -9.78 -4.02 0.096
H 0.51 -10.17 -3.90 0.094
H 1.38 -9.92 -2.53 0.087
C -4.22 2.09 3.32 -0.118
O -3.75 2.66 4.51 -0.170
C -4.06 4.04 4.70 -0.185
C -3.40 5.05 3.73 -0.162
O -4.23 5.06 2.54 -0.247
C -3.68 5.71 1.35 -0.088
H -5.30 1.95 3.39 0.086
H -3.91 1.05 3.22 0.052
H -4.27 2.64 2.38 0.090
H -3.62 4.29 5.67 0.118
H -5.11 4.30 4.63 0.123
H -2.46 4.59 3.42 0.125
H -3.45 6.07 4.10 0.127
H -3.44 6.76 1.46 0.065
H -4.41 5.69 0.54 0.066
H -2.82 5.12 1.04 0.066
C 0.15 1.97 2.88 -0.105
O -0.65 2.19 4.02 -0.173
C 0.04 1.82 5.25 -0.191
C -0.18 2.90 6.21 -0.226
O 0.17 4.23 5.90 -0.170
C 1.46 4.63 5.64 -0.119
H 1.09 2.52 2.91 0.091
H -0.48 2.21 2.02 0.070
H 0.48 0.96 2.67 0.064
H 1.11 1.60 5.20 0.124
H -0.68 1.10 5.64 0.118
H 0.27 2.55 7.14 0.127
H -1.26 2.98 6.31 0.124
H 2.01 4.88 6.55 0.079
H 1.46 5.53 5.03 0.088
H 1.98 3.78 5.19 0.080
C -1.20 9.01 1.39 -0.097
O -1.01 7.67 1.99 -0.204
C 0.29 7.06 1.53 -0.141
C 0.23 6.23 0.22 -0.199
O 0.86 4.95 0.12 -0.200
C 0.27 3.73 -0.41 -0.093
H -1.42 9.02 0.32 0.076
H -0.38 9.67 1.66 0.078
H -2.12 9.49 1.72 0.071
H 0.57 6.33 2.28 0.105
H 1.22 7.61 1.64 0.114
H 0.54 6.80 -0.66 0.110
H -0.79 6.00 -0.11 0.104
H -0.27 3.82 -1.35 0.064
H -0.57 3.44 0.21 0.061
H 0.94 2.87 -0.49 0.080
C 0.95 -1.88 2.57 -0.093
O 0.62 -3.11 3.18 -0.210
C 0.79 -3.52 4.56 -0.155
C 2.26 -3.58 5.04 -0.185
O 3.01 -4.46 4.15 -0.175
C 4.17 -4.99 4.82 -0.109
H 0.11 -1.19 2.46 0.068
H 1.51 -2.07 1.65 0.069
H 1.59 -1.34 3.26 0.063
H 0.39 -4.54 4.56 0.119
H 0.10 -2.97 5.20 0.113
H 2.31 -4.04 6.03 0.108
H 2.56 -2.54 5.17 0.107
H 4.46 -5.99 4.50 0.082
H 4.22 -4.93 5.91 0.076
H 5.04 -4.39 4.53 0.077
C 1.35 3.71 -3.92 -0.135
O 2.12 3.16 -4.98 -0.179
C 1.38 2.38 -6.02 -0.170
C 1.67 3.03 -7.31 -0.220
O 1.03 4.31 -7.15 -0.181
C 0.68 4.96 -8.36 -0.122
H 0.31 3.90 -4.17 0.077
H 1.82 4.53 -3.39 0.084
H 1.38 2.93 -3.16 0.053
H 0.31 2.34 -5.84 0.121
H 1.73 1.37 -6.22 0.104
H 1.24 2.33 -8.03 0.111
H 2.74 3.03 -7.56 0.131
H 1.57 5.33 -8.86 0.081
H 0.00 5.81 -8.23 0.079
H 0.09 4.30 -9.00 0.075
C 1.24 -1.56 -1.51 -0.125
O 1.16 -0.17 -1.57 -0.192
C -0.07 0.34 -2.12 -0.141
C -1.42 -0.02 -1.32 -0.247
O -1.30 0.26 0.00 -0.211
C -2.43 0.07 0.87 -0.066
H 0.66 -2.20 -0.86 0.090
H 2.25 -1.80 -1.18 0.063
H 1.19 -1.91 -2.54 0.078
H -0.20 0.19 -3.20 0.113
H 0.03 1.43 -2.11 0.078
H -1.61 -1.08 -1.45 0.100
H -2.27 0.55 -1.72 0.096
H -2.32 0.59 1.82 0.055
H -2.45 -1.01 1.04 0.081
H -3.38 0.41 0.46 0.082



Record 2
26
Properties=species:S:1:pos:R:3:nbo_charge:R:1 method="wB97M-V/def2-TZVPD" de_lowest_kcal_mol=82.6 e_tot_ha=-1032.5675 gap_ev="7.6 / 6.0" largest_force_ev_per_a=5.908 charge=+1 multiplicity=3
C 1.50 -1.27 -2.39 -0.653
C -0.74 -1.73 -1.21 -0.662
C 1.33 -1.79 0.07 -0.366
C -0.17 1.73 -0.86 -0.469
C -0.50 0.77 1.51 -0.430
C 0.73 -1.43 -1.06 0.009
N -1.15 1.29 0.28 -0.607
P 1.18 0.95 1.69 0.432
S -1.82 -0.04 2.39 0.205
H 2.16 -0.37 -2.50 0.229
H 1.95 -2.09 -2.77 0.237
H 0.56 -1.10 -2.98 0.206
H -1.22 -1.00 -2.00 0.183
H -1.20 -1.55 -0.34 0.186
H -1.12 -2.72 -1.63 0.270
H 2.37 -1.93 -0.09 0.223
H 0.79 -1.81 1.01 0.203
H -0.92 2.69 4.14 0.041
H -0.15 1.00 -1.74 0.252
H -0.51 2.67 -1.50 0.266
H 0.85 1.83 -0.44 0.253
H -0.30 2.49 3.65 -0.043
H -1.60 0.47 -0.18 0.451
H -1.92 2.00 0.41 0.449
H 1.13 0.66 3.10 -0.013
H -1.24 0.29 3.45 0.146



Record 3
10
Properties=species:S:1:pos:R:3:nbo_charge:R:1 method="wB97M-V/def2-TZVPD" de_lowest_kcal_mol=25.0 e_tot_ha=-330.6495 gap_ev="9.2 / 7.9" largest_force_ev_per_a=2.123 charge=+2 multiplicity=6
O 1.00 0.64 -0.56 -0.831
C 0.71 -0.09 -1.69 -0.230
C -0.37 -1.09 -1.43 0.497
O -0.93 -1.15 -0.34 -0.586
H 1.58 -0.67 -2.07 0.290
H 0.36 0.51 -2.55 0.287
H -0.76 -1.69 -2.27 0.245
Ru -0.11 0.15 1.02 1.552
Li 1.53 2.14 0.30 0.971
H 1.64 0.39 1.40 -0.193



Record 4
133
Properties=species:S:1:pos:R:3:lowdin_charge:R:1 method="wB97M-V/def2-TZVPD" de_lowest_kcal_mol=100.7 e_tot_ha=-5882.2904 gap_ev=8.8 largest_force_ev_per_a=4.702
Ca -0.01 0.06 0.08 1.371
C -3.58 -2.75 -1.96 -0.623
F -4.88 -3.05 -1.98 0.140
F -2.88 -3.87 -2.09 0.118
F -3.28 -2.01 -3.05 0.094
S -3.06 -1.87 -0.30 0.534
O -3.19 -2.85 0.77 -0.317
O -1.68 -1.44 -0.52 -0.451
O -4.01 -0.72 -0.26 -0.337
C 4.43 1.83 1.15 -0.563
F 5.26 2.87 1.30 0.121
F 4.85 0.98 0.15 0.081
F 4.46 1.15 2.30 0.109
S 2.58 2.52 0.74 0.532
O 2.13 3.38 1.88 -0.340
O 2.73 3.20 -0.53 -0.328
O 1.73 1.35 0.60 -0.475
O 0.51 0.43 -2.12 -0.392
P 0.96 0.00 -3.50 0.689
N -0.21 0.64 -4.68 -0.294
C -0.23 2.02 -4.94 -0.168
C -1.36 -0.11 -5.34 -0.055
N 0.96 -1.63 -3.84 -0.290
C -0.04 -2.50 -3.21 -0.096
C 1.73 -2.21 -4.97 -0.092
N 2.52 0.52 -4.02 -0.308
C 2.80 0.80 -5.41 -0.128
C 3.57 0.91 -3.07 -0.093
H 0.42 2.56 -4.25 0.077
H -1.26 2.38 -4.90 0.072
H 0.16 2.14 -5.95 0.076
H -2.01 -0.43 -4.52 0.057
H -0.98 -1.00 -5.84 0.067
H -1.92 0.53 -6.02 0.084
H -0.06 -2.24 -2.16 0.049
H -0.98 -2.28 -3.71 0.058
H 0.16 -3.57 -3.30 0.076
H 2.79 -2.06 -4.75 0.073
H 1.58 -3.29 -5.00 0.076
H 1.43 -1.88 -5.97 0.070
H 2.11 0.36 -6.14 0.074
H 2.58 1.87 -5.49 0.072
H 3.86 0.67 -5.61 0.089
H 3.36 0.56 -2.06 0.060
H 3.69 2.00 -3.10 0.090
H 4.48 0.42 -3.39 0.082
O -0.52 0.14 2.27 -0.403
P -1.02 0.13 3.70 0.683
N -0.13 1.04 4.91 -0.253
C -0.52 1.49 6.31 -0.076
C 1.34 1.25 4.61 -0.101
N -0.93 -1.46 4.38 -0.293
C -1.52 -1.73 5.65 -0.138
C -1.08 -2.59 3.47 -0.114
N -2.61 0.64 3.94 -0.270
C -2.88 2.15 3.84 -0.071
C -3.72 -0.17 3.48 -0.108
H 0.33 1.96 6.80 0.074
H -0.83 0.65 6.93 0.054
H -1.25 2.30 6.39 0.064
H 1.81 0.41 5.11 0.070
H 1.80 2.19 4.92 0.081
H 1.71 1.16 3.59 0.044
H -2.44 -1.15 5.77 0.065
H -1.81 -2.78 5.75 0.085
H -0.81 -1.48 6.44 0.071
H -0.91 -3.57 3.92 0.089
H -2.04 -2.61 2.97 0.063
H -0.28 -2.37 2.76 0.051
H -3.63 2.46 4.58 0.084
H -2.00 2.77 4.04 0.040
H -3.13 2.44 2.82 0.060
H -3.91 -1.03 4.13 0.073
H -3.61 -0.65 2.51 0.062
H -4.65 0.40 3.44 0.091
O 1.24 -1.88 0.16 -0.371
P 2.14 -3.00 0.47 0.685
N 3.22 -3.47 -0.87 -0.278
C 2.91 -4.60 -1.83 -0.083
C 4.09 -2.40 -1.48 -0.092
N 1.27 -4.49 0.89 -0.288
C 1.69 -5.58 1.74 -0.123
C -0.12 -4.66 0.38 -0.084
N 3.22 -2.80 1.76 -0.298
C 4.53 -3.52 1.87 -0.070
C 2.75 -2.15 2.94 -0.125
H 2.08 -4.32 -2.47 0.045
H 2.49 -5.46 -1.31 0.064
H 3.81 -4.88 -2.37 0.080
H 4.92 -2.82 -2.04 0.081
H 4.48 -1.82 -0.65 0.067
H 3.48 -1.77 -2.13 0.051
H 0.93 -6.35 1.87 0.084
H 2.62 -5.96 1.34 0.069
H 1.96 -5.19 2.72 0.064
H -0.04 -4.66 -0.71 0.065
H -0.68 -5.53 0.70 0.088
H -0.63 -3.75 0.70 0.046
H 4.36 -4.50 2.31 0.067
H 5.00 -3.58 0.89 0.065
H 5.13 -2.92 2.55 0.080
H 2.13 -2.78 3.58 0.077
H 2.20 -1.25 2.66 0.068
H 3.55 -1.79 3.59 0.086
O -1.33 1.90 0.13 -0.382
P -2.01 3.12 -0.39 0.662
N -3.51 2.75 -1.16 -0.263
C -3.59 1.94 -2.43 -0.079
C -4.79 2.56 -0.30 -0.074
N -1.23 3.98 -1.67 -0.286
C -1.86 5.06 -2.40 -0.127
C 0.23 4.16 -1.47 -0.103
N -2.33 4.22 0.90 -0.272
C -2.88 5.55 0.73 -0.144
C -1.34 4.27 2.01 -0.115
H -2.74 2.14 -3.08 0.053
H -4.52 2.24 -2.92 0.079
H -3.68 0.87 -2.21 0.057
H -4.58 2.74 0.75 0.055
H -5.10 1.52 -0.37 0.054
H -5.62 3.19 -0.65 0.070
H -2.11 5.86 -1.69 0.056
H -1.27 5.47 -3.22 0.084
H -2.78 4.66 -2.83 0.069
H 0.55 5.02 -2.06 0.084
H 0.52 4.39 -0.45 0.065
H 0.77 3.30 -1.84 0.054
H -3.55 5.57 -0.13 0.071
H -3.59 5.78 1.52 0.082
H -2.18 6.39 0.63 0.086
H -1.79 4.60 2.95 0.079
H -0.53 4.91 1.68 0.081
H -0.89 3.31 2.26 0.062